Record 1
Below is 3 unconnected molecules or ions with the total composition C4H14O2, with properties calculated with ωB97M-V with the def2-TZVPD basis set.

```
20
Properties=species:S:1:pos:R:3:mulliken_charge:R:1
C -0.07575 1.74592 1.31703 -1.317
C -0.63503 1.26362 -0.02431 -0.328
C -1.11679 -0.16874 0.01502 -0.013
C -1.39485 -0.77144 -1.36259 -1.184
H -0.88975 2.00987 2.00255 0.362
H 0.49541 2.67462 1.23255 0.331
H 0.53698 0.95310 1.73647 0.330
H 0.08769 1.39149 -0.81576 0.174
H -1.46811 1.84984 -0.43984 0.330
H -0.40662 -0.78713 0.54189 0.070
H -1.99087 -0.23872 0.65515 0.337
H -1.00326 -0.15136 -2.15791 0.354
H -2.45658 -0.88724 -1.58755 0.297
H -0.98276 -1.78592 -1.47342 0.289
O 2.91975 0.44017 -1.08646 -0.634
H 2.72885 0.74490 -0.19283 0.315
H 2.41919 1.03343 -1.65729 0.314
O 1.35164 -2.94180 1.34507 -0.649
H 0.48710 -3.33005 1.56714 0.311
H 1.39378 -3.04457 0.38508 0.312
```

- multiplicity = 1
- ΔE to the lowest compared entry with this formula, charge and spin (kJ/mol) = 49.0
- SMILES = CCCC.O.O

***

Record 2
Below is a molecular structure, C19H15Cl3N5O5STi at a distorted geometry, with properties calculated with ωB97M-V with the def2-TZVPD basis set.

```
49
Properties=species:S:1:pos:R:3:lowdin_spin:R:1
Ti 0.87262 0.31044 1.35574 0.249
N -2.94611 -2.20691 -5.66876 0.000
C -2.48224 -1.50206 -4.56804 0.000
C -2.00459 -2.18217 -3.44535 0.000
C -1.59689 -1.47806 -2.33180 0.000
C -1.64153 -0.09651 -2.33655 0.000
C -2.12821 0.59537 -3.42775 0.000
C -2.54859 -0.10799 -4.54192 0.000
S -1.05373 0.67427 -0.83627 0.000
O -1.97602 0.28059 0.19377 0.001
O -0.84769 2.08179 -1.02810 0.000
N 0.36663 -0.07183 -0.51190 0.001
C 1.37323 0.12134 -1.36459 0.001
N 2.60498 -0.06613 -0.83936 0.005
C 3.63796 0.16358 -1.62006 0.001
C 3.49678 0.56751 -2.94065 0.001
C 2.19326 0.67314 -3.39939 0.000
N 1.13781 0.44321 -2.64339 0.000
H -2.58455 -3.14394 -5.75770 0.000
H -2.96038 -1.69037 -6.53461 0.000
H -1.95422 -3.26071 -3.45883 0.000
H -1.22735 -1.97047 -1.44411 0.000
H -2.15778 1.67371 -3.39382 0.000
H -2.93146 0.41136 -5.40965 0.000
H 4.61055 0.02210 -1.16357 0.000
H 4.34839 0.77130 -3.56780 0.000
H 1.97192 0.95228 -4.42322 0.000
Cl -2.03515 1.09043 7.73246 -0.010
C -1.52740 1.13678 6.07612 -0.006
C -2.43439 1.55683 5.10656 0.115
C -2.03758 1.57260 3.78252 -0.015
C -0.76103 1.15654 3.39884 0.092
O -0.40654 1.18638 2.14510 0.010
C 0.16738 0.71222 4.41204 0.028
C 1.44614 0.26060 4.05433 0.311
O 1.87066 0.15492 2.83568 0.094
C -0.25225 0.74549 5.76389 0.091
H -3.43142 1.85774 5.38371 0.008
H -2.70934 1.88517 2.99781 -0.003
H 2.15073 -0.05561 4.83158 0.017
H 0.43138 0.42980 6.53794 0.004
Cl -0.13924 -1.71199 1.81805 0.032
C 2.36564 -3.28680 2.01210 0.722
Cl 2.95870 -1.85986 1.31614 0.152
H 1.75076 -3.89953 1.37804 0.037
H 2.12879 -3.23826 3.05985 0.038
O 2.74961 3.63292 -0.51913 0.009
C 2.27939 2.77640 0.13765 0.009
N 1.86238 1.93238 0.84641 0.007
```

- multiplicity = 3
- total charge = -1

***

Record 3
Below is a single C5H5F2N molecule at a distorted geometry, with properties calculated with ωB97M-V with the def2-TZVPD basis set.

```
13
Properties=species:S:1:pos:R:3:mulliken_charge:R:1
N 1.63077 2.61133 0.57319 -0.417
C 1.02618 1.61879 0.52649 0.017
C 0.25698 0.40119 0.74380 -0.147
C 0.75745 -0.94483 0.08475 -0.661
C -0.42074 -0.82575 -0.93504 -0.841
C -1.04432 0.29527 -0.07941 1.016
F -1.43861 1.30235 -0.88807 -0.304
F -2.05997 -0.16153 0.69966 -0.303
H 0.01045 0.26539 1.77464 0.383
H 1.75502 -0.83245 -0.26439 0.378
H 0.59816 -1.72852 0.78452 0.278
H -0.02489 -0.30237 -1.82540 0.271
H -1.04649 -1.69886 -1.19474 0.330
```

- multiplicity = 1
- ΔE to the lowest compared entry with this formula, charge and spin (kJ/mol) = 105.2
- SMILES = N#C[C@@H]1CCC1(F)F

***

Record 4
Below is a gas-phase ion, C4H11N3 (charge -1) at a distorted geometry, with properties calculated with ωB97M-V with the def2-TZVPD basis set.

```
18
Properties=species:S:1:pos:R:3:lowdin_spin:R:1
C 0.35735 1.88030 0.23036 0.080
C 0.74255 0.95127 -0.90581 0.131
C 0.81338 -0.53660 -0.45153 0.067
N -0.07067 -2.77688 1.03993 0.009
C -0.82130 -2.26793 0.12805 0.239
N -0.46013 -1.15889 -0.55465 0.028
N -0.95372 1.61408 0.85226 0.033
H 1.11321 2.11652 0.98619 0.006
H 0.23991 2.89689 -0.22016 0.031
H 1.76130 1.22035 -1.20857 0.027
H 0.17964 1.10649 -1.82582 0.063
H 1.64802 -0.97383 -1.01814 0.031
H 1.14491 -0.49260 0.58954 0.001
H -0.51540 -3.66352 1.28311 0.027
H -1.85170 -2.55378 -0.07748 0.071
H -0.96758 -0.95394 -1.40799 0.110
H -1.49808 2.47088 0.83760 0.029
H -0.86168 1.12117 1.72313 0.016
```

- multiplicity = 2
- ΔE to the lowest compared entry with this formula, charge and spin (kJ/mol) = 86.9
- total charge = -1

***

Record 5
Below is 2 unconnected molecules or ions with the total composition C2H4NP at a distorted geometry, with properties calculated with ωB97M-V with the def2-TZVPD basis set.

```
8
Properties=species:S:1:pos:R:3:mulliken_charge:R:1
C 1.12460 0.50055 0.50079 -0.079
C -0.91919 -0.54377 0.37408 -0.163
N 1.86475 0.28309 -0.49045 -0.436
P -2.10610 0.36334 -0.23182 -0.146
H 1.29304 1.30892 1.29935 0.277
H -0.91329 -1.62402 0.65443 0.274
H 2.77366 0.69282 -0.70953 0.252
H -3.04530 -0.78216 -0.17384 0.021
```

- multiplicity = 1
- ΔE to the lowest compared entry with this formula, charge and spin (kJ/mol) = 396.0

***

Record 6
Below is a molecular structure, C10H9FeNO6 at a distorted geometry, with properties calculated with ωB97M-V with the def2-TZVPD basis set.

```
27
Properties=species:S:1:pos:R:3:lowdin_spin:R:1
N -1.32882 1.35621 2.95195 0.015
O -2.47403 1.20793 2.52648 0.005
O -0.96935 2.15682 3.83194 0.008
C -2.03821 0.21221 -2.12728 0.013
O -1.90622 -0.63323 -0.94525 0.169
C -0.75503 -0.54254 -0.20490 0.327
C 0.08764 0.62171 -0.20278 0.264
C 0.33810 1.26204 1.14913 0.050
C -0.12383 0.49881 2.46292 0.030
C -0.33107 -0.93890 2.17401 0.194
C -0.52286 -1.44995 0.93870 0.060
Fe 1.14256 -0.88369 -1.25420 2.282
C 2.51689 0.11747 -0.99381 0.100
O 3.43567 0.77468 -1.28858 0.031
C 1.26635 -0.63744 -2.95450 0.078
O 1.81385 -0.60313 -3.99158 0.066
C 2.26749 -2.32212 -1.39144 0.152
O 3.01578 -3.04177 -1.90394 0.091
H -1.38743 -0.18672 -2.91984 0.009
H -3.07800 0.13083 -2.47576 -0.001
H -1.82725 1.26529 -1.89900 0.002
H -0.08574 1.37624 -0.97689 0.014
H 1.40047 1.53213 1.26431 0.008
H -0.14169 2.25297 1.16646 0.009
H 0.61426 0.58918 3.28096 0.005
H -0.30964 -1.59511 3.03827 0.010
H -0.61988 -2.51991 0.74464 0.008
```

- multiplicity = 5

***

| no. | E_tot (Eh) |
| --- | --- |
| 1 | -311.2613 |
| 2 | -4011.4042 |
| 3 | -447.9748 |
| 4 | -323.1945 |
| 5 | -474.5229 |
| 6 | -2156.0267 |